(1)
C40H114FeN6O18S | wB97M-V/def2-TZVPD

Geometry (Å):
Fe (1.14436, 1.80520, 1.76059)
S (-0.55308, 0.13881, 0.56204)
O (-1.37661, 0.43736, -0.59675)
O (-0.74487, -1.21350, 1.06385)
O (0.84913, 0.49439, 0.45154)
O (-0.66241, 1.16184, 1.59999)
C (4.24428, 0.50905, 0.20920)
C (4.19738, 1.11723, 1.59236)
C (5.60015, 1.60866, 2.09259)
O (5.44640, 1.99915, 3.47188)
C (6.59772, 2.61381, 3.96569)
N (3.21689, 2.20904, 1.58424)
H (4.50149, 1.23616, -0.56103)
H (3.21958, 0.19398, 0.01216)
H (4.97589, -0.29884, 0.19685)
H (3.96115, 0.25158, 2.21118)
H (6.04459, 2.39397, 1.48114)
H (6.27150, 0.74996, 2.08800)
H (6.73829, 3.64105, 3.62934)
H (7.51467, 2.03833, 3.83867)
H (6.45328, 2.76130, 5.03597)
H (3.58800, 2.74551, 2.35533)
H (3.69838, 2.75826, 0.88666)
C (-0.35816, 1.48522, 4.83388)
C (1.10567, 1.87059, 4.63752)
C (1.93589, 0.68216, 4.31926)
O (1.72432, 0.24987, 2.96117)
C (2.06765, -1.14088, 2.76170)
N (1.18292, 2.83199, 3.57482)
H (-0.97142, 2.33742, 5.12672)
H (-0.45827, 0.71489, 5.59852)
H (-0.89167, 1.03717, 3.99559)
H (1.44854, 2.44382, 5.49889)
H (1.69514, -0.06123, 5.07921)
H (2.98112, 0.98545, 4.37932)
H (2.31476, -1.39421, 1.73075)
H (1.19756, -1.76984, 2.94997)
H (2.90429, -1.45079, 3.38787)
H (0.50024, 3.53592, 3.81678)
H (1.98856, 3.40002, 3.79478)
C (2.13731, 2.89612, -3.86503)
C (3.13288, 2.63897, -2.72071)
C (4.66645, 2.79281, -3.15198)
O (4.87131, 1.94313, -4.27118)
C (6.17478, 1.92817, -4.79933)
N (2.89616, 3.52832, -1.62854)
H (1.11178, 2.62366, -3.61573)
H (2.29157, 2.29457, -4.76082)
H (2.15251, 3.95405, -4.12706)
H (3.09301, 1.59158, -2.42157)
H (5.36598, 2.58316, -2.34278)
H (4.90677, 3.77775, -3.55229)
H (6.26190, 2.88848, -5.30757)
H (6.28447, 1.13987, -5.54408)
H (6.96235, 1.67315, -4.09025)
H (2.59670, 4.32001, -2.17959)
H (3.79898, 3.84953, -1.30942)
C (0.98730, 5.82857, 0.30369)
C (0.43729, 4.64347, 1.12395)
C (-1.08904, 4.65615, 1.38775)
O (-1.25363, 3.66411, 2.40076)
C (-2.58565, 3.36310, 2.61537)
N (0.94111, 3.42340, 0.47020)
H (0.73728, 6.78329, 0.76640)
H (0.58331, 5.71985, -0.70283)
H (2.07480, 5.81074, 0.23198)
H (0.93302, 4.75976, 2.08771)
H (-1.62543, 4.39965, 0.47419)
H (-1.42699, 5.62331, 1.75988)
H (-3.19297, 4.23419, 2.86126)
H (-2.72512, 2.65889, 3.43558)
H (-2.90892, 2.80933, 1.73393)
H (0.27573, 3.33323, -0.28429)
H (1.69105, 3.74523, -0.12488)
C (4.85139, -1.74452, -2.56324)
C (4.41126, -3.06545, -1.89161)
C (3.86629, -2.87524, -0.44308)
O (4.79646, -2.68602, 0.58213)
C (5.54609, -3.81734, 0.96912)
N (3.26516, -3.59058, -2.67841)
H (3.96908, -1.10534, -2.59617)
H (5.34545, -1.81097, -3.53257)
H (5.45991, -1.17963, -1.85706)
H (5.20914, -3.80747, -1.86167)
H (3.22620, -3.69332, -0.11273)
H (3.22964, -1.99064, -0.45940)
H (4.90292, -4.69193, 1.06664)
H (5.94226, -3.57920, 1.95626)
H (6.32958, -4.00033, 0.23376)
H (2.47756, -3.44127, -2.06401)
H (3.32901, -4.59503, -2.59416)
C (-3.16045, 0.45524, -4.93446)
C (-4.65980, 0.54028, -5.13727)
C (-5.40489, -0.75037, -4.66102)
O (-4.87592, -1.98895, -5.17412)
C (-5.76957, -3.05918, -4.80171)
N (-5.12617, 1.71823, -4.43248)
H (-2.85448, -0.45022, -5.45851)
H (-2.90368, 0.27812, -3.89004)
H (-2.57840, 1.24975, -5.40144)
H (-4.86145, 0.76126, -6.18541)
H (-6.46452, -0.62764, -4.88513)
H (-5.38930, -0.83330, -3.57429)
H (-6.80001, -2.94680, -5.13889)
H (-5.78963, -3.14356, -3.71517)
H (-5.44747, -4.06701, -5.06369)
H (-4.87951, 2.57613, -4.90499)
H (-4.76952, 1.68135, -3.48826)
C (-2.28372, -5.20563, 5.15533)
C (-1.82451, -4.12909, 6.19212)
O (-0.87806, -3.26807, 5.68017)
H (-3.01616, -5.79586, 5.70602)
H (-1.50724, -5.83842, 4.72551)
H (-2.74031, -4.75691, 4.27312)
H (-1.51033, -4.66423, 7.08824)
H (-2.78873, -3.67125, 6.41291)
H (-1.25904, -2.80497, 4.93051)
C (-0.93314, 4.76412, -3.07251)
C (-1.39936, 3.37996, -2.65677)
O (-0.86678, 2.92286, -1.48158)
H (-1.20256, 5.59997, -2.42686)
H (-1.30012, 5.05150, -4.05782)
H (0.15554, 4.77431, -3.12517)
H (-1.17056, 2.69198, -3.47068)
H (-2.48797, 3.36561, -2.60377)
H (-1.07518, 1.99210, -1.37269)
C (-6.22923, 1.48671, -1.15812)
C (-4.86873, 1.32816, -0.60778)
O (-3.91059, 1.42455, -1.65465)
H (-6.44820, 2.50064, -1.49291)
H (-6.91899, 1.20522, -0.36245)
H (-6.41732, 0.77505, -1.96203)
H (-4.84240, 0.30905, -0.22201)
H (-4.61147, 2.03044, 0.18513)
H (-3.05278, 1.11179, -1.35809)
C (-5.05454, -5.29920, 2.29837)
C (-5.73090, -3.94698, 2.25259)
O (-5.56048, -3.47179, 0.91824)
H (-5.56013, -6.14339, 1.82952)
H (-4.85965, -5.54209, 3.34294)
H (-4.09989, -5.23748, 1.77595)
H (-5.40474, -3.17722, 2.95201)
H (-6.79912, -4.11394, 2.39088)
H (-4.61534, -3.34128, 0.81210)
C (-3.47813, -0.45817, 2.77031)
C (-2.95510, -1.72114, 3.48272)
O (-1.52160, -1.64594, 3.50454)
H (-3.19069, 0.43935, 3.31798)
H (-4.56697, -0.48702, 2.81150)
H (-3.23721, -0.44535, 1.70735)
H (-3.23826, -2.58181, 2.87679)
H (-3.38615, -1.86678, 4.47322)
H (-1.22320, -1.55550, 2.59659)
C (1.43164, -0.65625, -4.21974)
C (0.83373, -0.52282, -2.84171)
O (-0.30863, 0.28881, -3.01267)
H (1.81410, 0.31883, -4.52151)
H (0.57383, -0.78988, -4.87883)
H (2.21325, -1.41595, -4.22587)
H (1.48349, -0.08320, -2.08498)
H (0.58041, -1.50052, -2.43181)
H (-0.78813, 0.37734, -2.18573)
C (0.71951, -4.34457, 1.89227)
C (0.48463, -4.50152, 0.43591)
O (0.69719, -3.23132, -0.14060)
H (0.10966, -3.57728, 2.36919)
H (1.77896, -4.18040, 2.08904)
H (0.48181, -5.33000, 2.29293)
H (-0.49938, -4.92519, 0.23511)
H (1.25261, -5.19066, 0.08462)
H (0.12126, -2.58768, 0.27848)
C (-2.17137, -2.68745, -2.13940)
C (-3.21812, -2.43586, -1.05273)
O (-2.71705, -2.88700, 0.20932)
H (-1.31076, -2.04200, -1.96377)
H (-2.66597, -2.48874, -3.09018)
H (-1.82251, -3.71951, -2.17483)
H (-4.17489, -2.88188, -1.32430)
H (-3.34636, -1.36136, -0.92191)
H (-1.95712, -2.33565, 0.40957)

gap between HOMO and LUMO (alpha / beta)	6.931 / 5.233	eV
LUMO energy (alpha / beta)	-2.81 / -4.51	eV
total charge	+1
HOMO (alpha / beta)	-9.7419 / -9.7419	eV
2S+1	6

=====

(2)
C26H29N5O3 | wB97M-V/def2-TZVPD

Geometry (Å):
O (-2.62469, -4.06693, -0.11969)
C (-1.52099, -3.58437, -0.23613)
N (-1.14321, -2.81508, -1.27462)
H (-0.23455, -2.38000, -1.26386)
C (-2.09542, -2.28984, -2.22864)
H (-2.98638, -2.91664, -2.15414)
C (-2.45081, -0.83165, -1.93454)
H (-3.16623, -0.48203, -2.67907)
H (-1.55514, -0.21081, -2.01104)
C (-3.07498, -0.68111, -0.54269)
N (-3.67153, 0.63894, -0.40036)
C (-4.83219, 0.69314, 0.47305)
C (-4.45476, 0.64294, 1.95889)
O (-3.56704, 1.69267, 2.28662)
C (-2.39657, 1.61739, 1.49738)
C (-2.73102, 1.67390, 0.00075)
H (-1.81764, 1.58425, -0.58644)
H (-3.19418, 2.64062, -0.22231)
H (-1.78033, 2.47175, 1.78357)
H (-1.85716, 0.68719, 1.72624)
H (-5.33416, 0.78113, 2.59043)
H (-3.98866, -0.32637, 2.19325)
H (-5.50852, -0.12694, 0.22779)
H (-5.34217, 1.64150, 0.27263)
H (-3.86514, -1.42778, -0.43942)
H (-2.31563, -0.89125, 0.22137)
H (-1.67251, -2.38381, -3.23353)
C (-0.43287, -3.88158, 0.80752)
N (0.78678, -3.12153, 0.66658)
N (1.83783, -3.81575, 0.22289)
C (2.97794, -3.22685, 0.05704)
C (3.13974, -1.85153, 0.32574)
C (2.02832, -1.13760, 0.79296)
N (2.35906, 0.16923, 0.98684)
C (3.67298, 0.33564, 0.62947)
C (4.44859, 1.48932, 0.62601)
C (5.76187, 1.37394, 0.22478)
C (6.30264, 0.14641, -0.16862)
C (5.54063, -1.00024, -0.17772)
C (4.20945, -0.91149, 0.22198)
H (5.95761, -1.94690, -0.48558)
H (7.33741, 0.10387, -0.47315)
H (6.39022, 2.25175, 0.21100)
H (4.03534, 2.44204, 0.91859)
C (1.45683, 1.21980, 1.37597)
C (1.02587, 2.07563, 0.20893)
C (0.67585, 3.40308, 0.41698)
C (0.23421, 4.18584, -0.63425)
C (0.14442, 3.65200, -1.90844)
C (0.49862, 2.33193, -2.12532)
C (0.93419, 1.54749, -1.07157)
H (1.20563, 0.51661, -1.25188)
H (0.43227, 1.90946, -3.11728)
H (-0.19951, 4.26187, -2.72981)
H (-0.03814, 5.21564, -0.45851)
H (0.74689, 3.82353, 1.40998)
H (0.57136, 0.74674, 1.81308)
H (1.93442, 1.83918, 2.14165)
C (0.75612, -1.77641, 1.00355)
O (-0.27952, -1.25696, 1.40807)
H (3.78179, -3.84920, -0.30144)
H (-0.87850, -3.67601, 1.78549)
H (-0.17469, -4.93979, 0.74298)

gap between HOMO and LUMO	7.698	eV
LUMO energy	-0.02	eV
structure (SMILES)	O=C(Cn1ncc2c3ccccc3n(Cc3ccccc3)c2c1=O)NCCCN1CCOCC1
HOMO	-7.7190	eV
energy relative to the best compared isomer or geometry (same formula, charge and spin)	1.3060	eV

=====

(3)
C20H25N3O3PbS2 | wB97M-V/def2-TZVPD

Geometry (Å):
C (-1.05743, -2.07385, -5.41826)
C (-1.68838, -1.26459, -6.31282)
H (-0.96777, -3.13690, -5.64380)
H (-0.58824, -1.68930, -4.52112)
C (-1.84792, 0.14900, -6.06374)
C (-1.63511, 0.68093, -4.82760)
H (-1.37794, 0.07220, -3.96646)
H (-1.78340, 1.75090, -4.68100)
C (-2.21795, -1.86945, -7.59511)
H (-1.97637, -2.93690, -7.61339)
H (-1.78330, -1.40965, -8.49132)
H (-3.30951, -1.77625, -7.67812)
C (-2.26464, 1.06553, -7.19356)
H (-3.21846, 0.77184, -7.64918)
H (-1.51684, 1.09567, -7.99843)
H (-2.37344, 2.08407, -6.80778)
Pb (-0.78189, -0.00371, 2.81946)
O (0.65683, -0.85967, 1.00845)
C (1.13244, -0.21943, 0.03134)
O (0.99982, 1.49625, 2.39284)
C (1.84273, 1.62563, 1.47421)
O (2.77805, 2.54724, 1.52329)
N (1.90232, 0.91409, 0.29103)
C (3.50773, 2.55358, 0.24151)
C (2.82775, 1.55877, -0.65241)
H (4.54486, 2.27722, 0.44249)
H (3.45737, 3.56722, -0.16221)
H (3.50770, 0.82678, -1.09186)
H (2.26615, 2.05000, -1.45508)
C (0.89354, -0.61451, -1.32444)
C (-0.00115, -1.59189, -1.61044)
H (1.46309, -0.10370, -2.10630)
H (-0.61064, -2.04290, -0.82720)
H (-0.10610, -1.95143, -2.62881)
C (-1.24426, 3.45468, 4.45922)
C (-0.94101, 2.36897, 5.41756)
N (-0.66923, 1.13162, 5.06839)
C (-0.34436, 0.31646, 6.15871)
C (-0.42557, 0.98435, 7.36624)
S (-0.86437, 2.64336, 7.14413)
C (0.11941, -1.02290, 5.89924)
C (0.59252, -1.95150, 6.80181)
S (1.15349, -3.38017, 6.00783)
C (0.75970, -2.65605, 4.46395)
N (0.22583, -1.45599, 4.56538)
C (1.07022, -3.33707, 3.18801)
H (-2.31264, 3.70115, 4.52741)
H (-0.67450, 4.34757, 4.74628)
H (-0.97263, 3.16598, 3.43698)
H (-0.23383, 0.52581, 8.32796)
H (0.60714, -1.79742, 7.87440)
H (2.10453, -3.70475, 3.23581)
H (0.40888, -4.20844, 3.08065)
H (0.96681, -2.66843, 2.32589)

gap between HOMO and LUMO	5.112	eV
LUMO energy	-6.81	eV
total charge	+2
HOMO	-11.9238	eV
energy relative to the best compared isomer or geometry (same formula, charge and spin)	0.7261	eV

=====

(4)
C26H34N7O8 | wB97M-V/def2-TZVPD

Geometry (Å):
N (-4.05867, -1.65057, 3.31993)
C (-4.45697, -2.08008, 1.92642)
C (-4.10877, -1.01038, 0.73594)
C (-3.88135, 0.53654, 1.22653)
N (-2.47503, 0.85737, 1.68905)
C (-2.41936, 1.32067, 3.12719)
C (-1.08622, 2.22263, 3.45060)
C (-0.80534, 3.43740, 2.38767)
N (-1.36967, 3.22984, 1.00207)
C (-2.43451, 4.23965, 0.63604)
O (-3.66309, 4.11480, 1.44316)
O (-4.67398, 4.28926, 0.59902)
C (-1.78704, 1.80365, 0.73269)
N (-1.55985, 1.31675, -0.55937)
H (-3.02749, -1.66875, 3.47718)
H (-4.50223, -0.75507, 3.61875)
H (-3.81858, -3.06061, 1.68926)
H (-5.57436, -2.42589, 1.96520)
H (-5.06088, -0.99271, 0.01614)
H (-3.18886, -1.30903, 0.07679)
H (-4.08463, 1.22247, 0.27167)
H (-4.70266, 0.80971, 2.02783)
H (-3.39016, 1.89584, 3.43700)
H (-2.35727, 0.37249, 3.84351)
H (-1.24575, 2.65855, 4.54976)
H (-0.13093, 1.51831, 3.47986)
H (0.37481, 3.57176, 2.27348)
H (-1.19639, 4.45722, 2.85990)
H (-2.00903, 5.35412, 0.59213)
H (-2.75518, 3.98804, -0.48494)
H (-4.76385, 3.39198, 0.14378)
H (-0.56138, 1.24004, -0.85428)
H (-2.35075, 1.03930, -1.20869)
C (-2.41055, 1.09428, -6.54039)
C (-2.18474, 1.80478, -5.36041)
C (-1.43429, 1.23237, -4.33154)
C (-0.90844, -0.05631, -4.49758)
C (-1.14007, -0.77484, -5.67806)
C (-1.89449, -0.19304, -6.69885)
N (-0.09733, -0.65351, -3.42991)
O (0.06906, 0.00633, -2.39326)
O (0.37791, -1.78093, -3.62768)
H (-2.99156, 1.54698, -7.34206)
H (-2.59150, 2.80702, -5.24378)
H (-1.26721, 1.79910, -3.41817)
H (-0.74209, -1.77769, -5.81824)
H (-2.07730, -0.74154, -7.62025)
C (3.09492, -3.12484, 4.42282)
C (2.37409, -2.52790, 3.38735)
C (2.24630, -1.13858, 3.33391)
C (2.85109, -0.35282, 4.32466)
C (3.56882, -0.94989, 5.36957)
C (3.68733, -2.34045, 5.41397)
N (2.74188, 1.10949, 4.25993)
O (2.08261, 1.59882, 3.33062)
O (3.31830, 1.77092, 5.13531)
H (3.19656, -4.20822, 4.45713)
H (1.91399, -3.14603, 2.61938)
H (1.68135, -0.68868, 2.52042)
H (4.03906, -0.35237, 6.14776)
H (4.24502, -2.81329, 6.21936)
C (4.79975, -1.78734, -4.86414)
C (6.08454, -2.11624, -4.42908)
C (6.31041, -2.42877, -3.08718)
C (5.23663, -2.41322, -2.18634)
C (3.94721, -2.07590, -2.61887)
C (3.73416, -1.76243, -3.96275)
N (5.46291, -2.76560, -0.77954)
O (6.62123, -3.03978, -0.43195)
O (4.48266, -2.77287, -0.02118)
H (4.62752, -1.54987, -5.91254)
H (6.91020, -2.13203, -5.13731)
H (7.31748, -2.68306, -2.76392)
H (3.10572, -2.05509, -1.92952)
H (2.73631, -1.50224, -4.30892)

gap between HOMO and LUMO	6.640	eV
LUMO energy	-4.95	eV
total charge	+1
HOMO	-11.5920	eV

=====

(5)
C4H6OS | wB97M-V/def2-TZVPD

Geometry (Å):
C (1.21281, 0.96566, 0.18510)
C (-0.53231, -0.16917, -1.27881)
C (-0.80401, -0.49937, 1.20988)
C (0.59223, -0.20548, -0.32511)
O (0.72153, 2.05351, 0.13361)
S (-1.74746, -1.19325, -0.33010)
H (2.08896, 0.68773, 0.80976)
H (-1.13471, 0.70905, -1.37662)
H (-0.36476, -0.43520, -2.28059)
H (-0.28999, -1.15399, 1.86135)
H (-0.92064, 0.43550, 1.63113)
H (1.17834, -1.19499, -0.23959)

gap between HOMO and LUMO	8.492	eV
LUMO energy	-0.34	eV
HOMO	-8.8312	eV
energy relative to the best compared isomer or geometry (same formula, charge and spin)	3.6262	eV

=====

(6)
C11H18ClInN2O9P2S2Sb | wB97M-V/def2-TZVPD

Geometry (Å):
In (0.20304, -0.50875, -0.33385)
C (-4.38201, 1.53917, -1.65780)
C (-4.02851, 0.12996, -1.20823)
O (-5.21653, -0.62110, -1.00635)
P (-3.03398, -0.72453, -2.52034)
O (-4.10915, -1.55845, -3.37568)
O (-2.20436, -1.91959, -1.83513)
O (-2.20326, 0.11828, -3.40403)
P (-3.00672, 0.20434, 0.34346)
O (-3.09734, -1.38569, 0.57591)
O (-3.58202, 1.03134, 1.40858)
O (-1.58525, 0.59162, -0.14232)
H (-5.02953, 1.50881, -2.53600)
H (-3.47558, 2.09742, -1.89223)
H (-4.90445, 2.03604, -0.84115)
H (-5.05699, -1.24379, -0.28380)
H (-4.22663, -1.15088, -4.24831)
H (-2.60125, -2.19166, -0.96490)
H (-2.69612, -1.78831, 1.43099)
S (1.69596, 0.40361, 1.42161)
C (2.76720, -0.97956, 1.35780)
C (3.48979, -1.21038, 2.57327)
N (4.05554, -1.36357, 3.56476)
C (2.95250, -1.82663, 0.30897)
S (2.18734, -1.74805, -1.25657)
C (3.84330, -2.93818, 0.46103)
N (4.54108, -3.85044, 0.54993)
Cl (-1.07662, -5.65254, 2.43732)
C (0.05576, -4.32016, 2.10113)
C (-0.67824, -3.04731, 1.67833)
O (-1.63176, -2.64760, 2.35898)
O (-0.16533, -2.48448, 0.65490)
H (0.73617, -4.63378, 1.31915)
H (0.60460, -4.11680, 3.01804)
C (0.05793, 2.90136, -3.97957)
Sb (0.67512, 1.28629, -2.70661)
C (2.74777, 1.89279, -2.58522)
C (1.03243, -0.20309, -4.20956)
H (0.64355, 2.85513, -4.89738)
H (0.23428, 3.85028, -3.47249)
H (-1.00153, 2.78191, -4.19558)
H (3.18755, 1.93381, -3.58343)
H (3.28430, 1.16342, -1.97915)
H (2.82768, 2.87470, -2.11424)
H (0.97140, 0.23972, -5.20338)
H (0.28688, -0.99199, -4.11690)
H (2.02509, -0.61989, -4.04451)

gap between HOMO and LUMO	7.764	eV
LUMO energy	1.99	eV
total charge	-1
HOMO	-5.7747	eV
energy relative to the best compared isomer or geometry (same formula, charge and spin)	1.0815	eV

=====

Maximum force across the listed records, respectively: 7.8; 1.0; 2.4; 4.7; 5.9; 1.2 eV/Å.